Here is a molecular structure, C38H30BeN3P3Se4 in a non-equilibrium geometry from the OMol25 dataset. Energies are from the ωB97M-V functional and the def2-TZVPD basis.

* Kohn-Sham gap: 7.65 eV
* charge: 0

Cartesian coordinates (Å):
Be (13.5781, 9.8054, 10.1496)
Se (20.4537, 9.4000, 10.6167)
P (19.0371, 10.8707, 10.2030)
C (19.0187, 12.1596, 11.4881)
C (18.6784, 11.7031, 12.7598)
C (18.7663, 12.5526, 13.8444)
C (19.2103, 13.8548, 13.6645)
C (19.5523, 14.3069, 12.4011)
C (19.4706, 13.4605, 11.3082)
C (19.2912, 11.6104, 8.5621)
C (20.5320, 12.1818, 8.2998)
C (20.8150, 12.6596, 7.0333)
C (19.8751, 12.5339, 6.0195)
C (18.6619, 11.9109, 6.2659)
C (18.3694, 11.4417, 7.5338)
C (17.3330, 10.3008, 10.1803)
C (16.0343, 10.8339, 10.1569)
N (15.2178, 9.7428, 10.1233)
N (15.9570, 8.6476, 10.1264)
N (17.2005, 8.9589, 10.1589)
P (15.0928, 12.3562, 10.1926)
Se (12.9919, 11.8507, 10.2057)
C (15.5350, 13.3995, 8.7764)
C (14.5970, 13.6972, 7.7927)
C (14.9691, 14.4604, 6.6991)
C (16.2694, 14.9300, 6.5907)
C (17.2012, 14.6415, 7.5784)
C (16.8401, 13.8750, 8.6716)
C (15.5136, 13.2433, 11.7145)
C (15.2821, 12.5554, 12.9037)
C (15.5301, 13.1729, 14.1151)
C (16.0067, 14.4749, 14.1417)
C (16.2251, 15.1619, 12.9591)
C (15.9672, 14.5570, 11.7393)
H (18.3716, 10.6656, 12.8871)
H (18.5070, 12.1968, 14.8336)
H (19.3013, 14.5178, 14.5169)
H (19.9067, 15.3239, 12.2652)
H (19.7698, 13.8131, 10.3238)
H (21.2758, 12.2250, 9.0919)
H (21.7829, 13.1092, 6.8298)
H (20.0991, 12.9039, 5.0221)
H (17.9435, 11.7719, 5.4630)
H (17.4224, 10.9392, 7.7143)
H (13.5770, 13.3341, 7.8885)
H (14.2404, 14.6830, 5.9237)
H (16.5584, 15.5301, 5.7312)
H (18.2216, 15.0071, 7.4919)
H (17.5642, 13.6394, 9.4466)
H (14.9074, 11.5351, 12.8700)
H (15.3471, 12.6377, 15.0407)
H (16.2040, 14.9605, 15.0918)
H (16.5948, 16.1816, 12.9788)
H (16.1237, 15.1062, 10.8141)
Se (9.9572, 10.1683, 10.1723)
P (10.6491, 8.1599, 10.1816)
Se (12.8732, 7.8712, 10.1822)
C (10.0553, 7.2738, 8.6940)
C (8.7401, 7.4835, 8.2953)
C (8.2862, 6.9389, 7.1074)
C (9.1421, 6.1944, 6.3096)
C (10.4467, 5.9710, 6.7186)
C (10.9047, 6.5050, 7.9104)
C (10.0480, 7.2799, 11.6694)
C (8.7331, 7.4939, 12.0672)
C (8.2748, 6.9456, 13.2518)
C (9.1264, 6.1942, 14.0469)
C (10.4307, 5.9690, 13.6409)
C (10.8928, 6.5056, 12.4520)
H (8.0857, 8.0933, 8.9139)
H (7.2665, 7.1209, 6.7861)
H (8.7936, 5.7958, 5.3647)
H (11.1256, 5.3940, 6.0948)
H (11.9320, 6.3288, 8.2305)
H (8.0805, 8.1082, 11.4523)
H (7.2542, 7.1309, 13.5685)
H (8.7708, 5.7889, 14.9895)
H (11.1076, 5.3899, 14.2618)
H (11.9166, 6.3268, 12.1313)

These are the Mulliken partial charges, in e, on atoms 1 to 4: -0.8369 -0.3205 -0.0951 0.7319